Entry 1:
The following is a quantum chemistry calculation of the molecule C24H30N2O7, from the OMol25 dataset.

The LUMO energy is 0.06 eV. The energy above the lowest of the compared OMol25 structures with the same formula, charge and spin comes out at 1.388 eV. As for the highest occupied orbital energy: -7.66 eV. Its HOMO-LUMO gap is 7.723 eV. As for the structure (SMILES): COC(=O)CCC(=O)O[C@]1(C)C(=O)C=C2C=C(C3CC3)N(CCN3CCOCC3)C=C2C1=O.

Last column: Löwdin charge in e.
Positions of all 63 atoms, in Å:
C -6.62086 -1.35162 0.41182  -0.021
O -6.19245 -0.01498 0.64160  -0.043
C -6.27960 0.45703 1.88073  -0.502
O -6.72726 -0.15989 2.81268  0.109
C -5.73629 1.87110 1.98325  -0.067
C -5.24849 2.41958 0.64692  -0.066
C -4.11768 1.56995 0.11098  -0.472
O -3.27378 1.03782 0.79532  0.150
O -4.12661 1.50831 -1.20932  0.097
C -3.06627 0.70846 -1.77042  -0.317
C -3.00355 1.04080 -3.26319  0.037
C -3.45196 -0.78117 -1.62646  -0.349
O -4.57517 -1.12526 -1.96572  0.064
C -2.46309 -1.68060 -1.13494  0.029
C -1.25091 -1.27401 -0.65634  -0.146
C -0.28504 -2.17509 -0.10222  0.058
C 0.90316 -1.76445 0.40362  -0.152
C 1.87718 -2.71558 0.99873  -0.236
C 3.09162 -3.16028 0.22583  -0.102
C 1.98603 -4.12740 0.50487  -0.099
N 1.21873 -0.41846 0.41934  -0.022
C 2.48992 0.09055 0.88537  -0.109
C 3.42214 0.41119 -0.29586  -0.168
N 4.76624 0.67139 0.17838  -0.175
C 4.92827 2.01958 0.70211  -0.163
C 6.33508 2.16642 1.28277  -0.196
O 7.32153 1.90583 0.31457  -0.129
C 7.16278 0.61070 -0.21015  -0.198
C 5.77990 0.42842 -0.83662  -0.167
C 0.33423 0.46625 -0.08638  0.046
C -0.86067 0.10872 -0.63163  -0.057
C -1.75759 1.15832 -1.11522  -0.311
O -1.47124 2.33874 -1.07398  0.113
H -6.19255 -1.63448 -0.54766  0.073
H -7.71139 -1.39171 0.37691  0.100
H -6.26416 -2.00337 1.21126  0.099
H -6.51613 2.50553 2.40785  0.129
H -4.90744 1.83783 2.69452  0.131
H -4.85988 3.43191 0.78251  0.136
H -6.04507 2.44525 -0.09519  0.131
H -2.22155 0.45314 -3.73888  0.103
H -3.96367 0.80046 -3.71251  0.097
H -2.79391 2.10041 -3.38829  0.096
H -2.73962 -2.72388 -1.09717  0.120
H -0.53683 -3.22291 -0.06996  0.123
H 2.01339 -2.57553 2.06670  0.148
H 3.19782 -2.81194 -0.79022  0.102
H 4.02849 -3.26123 0.75163  0.105
H 1.37030 -4.43339 -0.32564  0.102
H 2.14942 -4.90541 1.23407  0.106
H 2.30398 0.99131 1.47449  0.127
H 2.98455 -0.64233 1.51944  0.122
H 3.45726 -0.46334 -0.94969  0.114
H 3.01130 1.25185 -0.88010  0.131
H 4.19762 2.19270 1.49282  0.119
H 4.78210 2.77463 -0.09009  0.134
H 6.50381 3.18769 1.62744  0.127
H 6.44772 1.47003 2.12756  0.128
H 7.94467 0.48359 -0.96037  0.127
H 7.29458 -0.13486 0.58859  0.127
H 5.68054 -0.59656 -1.19988  0.122
H 5.67528 1.12199 -1.68854  0.133
H 0.60111 1.51231 -0.04205  0.151

Atoms 1-6, force components in eV/Å:
-0.128 -0.473 -0.039
0.107 0.230 -0.269
-0.055 0.208 0.445
-0.025 -0.021 -0.008
0.089 -0.101 -0.194
0.087 -0.152 0.094

Entry 2:
The following is a quantum chemistry calculation of the molecule C24H30N2O7, from the OMol25 dataset.

The LUMO energy is 0.24 eV. The energy above the lowest of the compared OMol25 structures with the same formula, charge and spin comes out at 0.000 eV. As for the highest occupied orbital energy: -8.45 eV. Its HOMO-LUMO gap is 8.694 eV. As for the structure (SMILES): CCC(CC)NC(=O)COC(=O)c1ccc(OCC(=O)Nc2ccccc2OC)c(OC)c1.

Last column: Löwdin charge in e.
Positions of all 63 atoms, in Å:
C 0.13928 -3.27517 4.94428  -0.096
C 0.17702 -2.50512 3.62890  -0.203
C 1.61232 -2.22590 3.14811  -0.321
C 2.04784 -0.76842 3.34501  -0.202
C 2.14569 -0.36845 4.81126  -0.095
N 1.74769 -2.57611 1.74625  0.111
C 2.66388 -3.44678 1.29227  -0.461
O 3.43272 -4.06159 1.99784  0.069
C 2.68696 -3.62708 -0.23006  -0.056
O 1.58757 -3.03858 -0.90457  -0.013
C 1.77234 -1.80932 -1.43313  -0.448
O 2.80623 -1.19417 -1.32627  0.121
C 0.56818 -1.31355 -2.12411  -0.135
C -0.61588 -2.04112 -2.18028  -0.020
C -1.71343 -1.49264 -2.80586  0.017
C -1.66798 -0.22960 -3.39494  -0.190
O -2.85964 0.18715 -3.90654  -0.018
C -3.04597 1.48160 -4.43887  -0.070
C -2.71712 2.64752 -3.49676  -0.456
O -2.56859 3.76963 -3.92229  0.082
N -2.64927 2.28320 -2.19162  0.166
C -2.03380 2.99045 -1.15237  -0.146
C -1.91182 4.36956 -1.14020  -0.005
C -1.26492 4.99814 -0.08780  -0.085
C -0.74510 4.25209 0.95089  -0.089
C -0.85882 2.86852 0.94939  -0.022
C -1.49883 2.22756 -0.09674  -0.199
O -1.65969 0.86608 -0.21341  -0.092
C -1.06930 0.04210 0.75849  -0.084
C -0.45352 0.49071 -3.38103  -0.180
O -0.42376 1.70117 -4.00761  -0.105
C 0.66752 2.56381 -3.78107  -0.048
C 0.63667 -0.05952 -2.72965  0.068
H 0.63683 -2.72129 5.73537  0.065
H -0.88993 -3.45653 5.24622  0.072
H 0.63836 -4.23435 4.83175  0.079
H -0.36785 -1.56473 3.73551  0.102
H -0.33682 -3.09595 2.86707  0.110
H 2.31292 -2.88269 3.67420  0.143
H 1.34150 -0.11034 2.83107  0.095
H 3.02477 -0.64158 2.87350  0.119
H 2.52410 0.64751 4.89629  0.072
H 1.17316 -0.40990 5.29468  0.066
H 2.82586 -1.03215 5.33899  0.080
H 1.15095 -2.09919 1.08854  0.127
H 3.62504 -3.19433 -0.59840  0.139
H 2.66975 -4.69578 -0.45423  0.143
H -0.67348 -3.01847 -1.72955  0.121
H -2.65269 -2.02143 -2.84483  0.127
H -2.46700 1.63001 -5.35605  0.142
H -4.11069 1.52391 -4.69090  0.144
H -2.79642 1.30643 -1.97016  0.137
H -2.31178 4.93616 -1.96393  0.108
H -1.17186 6.07279 -0.08477  0.103
H -0.24210 4.73723 1.77332  0.102
H -0.43837 2.30538 1.76738  0.101
H -1.48804 0.22866 1.75270  0.099
H 0.01715 0.18019 0.78428  0.090
H -1.29956 -0.97809 0.45388  0.092
H 1.57841 2.18993 -4.25716  0.100
H 0.84187 2.71337 -2.71160  0.103
H 0.37653 3.51000 -4.23446  0.102
H 1.57492 0.46906 -2.67625  0.122

Atoms 1-6, force components in eV/Å:
-0.140 0.128 -0.150
0.152 -0.138 0.133
0.013 0.149 -0.018
0.135 -0.248 0.204
-0.059 0.032 -0.257
-0.249 0.262 -0.019

Entry 3:
The following is a quantum chemistry calculation of the molecule C24H30N4O4S at a distorted geometry, from the OMol25 dataset.

The LUMO energy is -0.19 eV. The energy above the lowest of the compared OMol25 structures with the same formula, charge and spin comes out at 4.090 eV. As for the highest occupied orbital energy: -7.37 eV. Its HOMO-LUMO gap is 7.181 eV. As for the structure (SMILES): O=C(CN1CCN(S(=O)(=O)/C=C/c2ccccc2)CC1)Nc1ccc(N2CCOCC2)cc1.

Last column: Löwdin charge in e.
Positions of all 63 atoms, in Å:
O -0.72160 -3.86010 0.14045  0.068
C -0.07060 -2.85260 0.31367  -0.463
C 1.46398 -2.86677 0.30127  -0.098
N 1.99360 -1.59194 -0.15252  -0.187
C 1.84698 -1.38758 -1.58869  -0.145
C 2.86460 -2.18518 -2.41775  -0.163
N 4.21518 -1.97718 -1.95230  -0.237
S 5.13033 -0.83590 -2.73881  0.634
O 6.44023 -0.88798 -2.16000  -0.287
O 4.96419 -1.07165 -4.14155  -0.284
C 4.40936 0.75754 -2.37518  -0.140
C 4.95653 1.52465 -1.44146  -0.087
C 4.51171 2.83465 -0.99193  -0.219
C 5.30734 3.54429 -0.08968  -0.031
C 4.92340 4.79270 0.36085  -0.077
C 3.73358 5.35272 -0.07529  -0.081
C 2.93082 4.65643 -0.96541  -0.077
C 3.31383 3.41016 -1.42131  -0.028
C 4.39731 -2.12984 -0.52886  -0.163
C 3.36183 -1.31498 0.25783  -0.152
N -0.55696 -1.61685 0.56697  0.128
C -1.88397 -1.18141 0.64914  -0.226
C -2.12110 0.17577 0.85385  -0.025
C -3.40605 0.66150 0.94815  -0.023
C -4.51522 -0.18922 0.85337  -0.233
N -5.79604 0.34798 0.89174  -0.106
C -6.95552 -0.47136 0.60277  -0.143
C -7.49391 -1.14064 1.87384  -0.187
O -7.81054 -0.16795 2.84759  -0.133
C -6.68734 0.62663 3.15439  -0.186
C -6.13658 1.32967 1.90426  -0.137
C -4.26067 -1.54733 0.63822  -0.015
C -2.97320 -2.03606 0.53505  -0.004
H 1.78426 -3.73309 -0.29118  0.125
H 1.78856 -3.03193 1.33311  0.137
H 1.98082 -0.31645 -1.77267  0.113
H 0.83294 -1.66817 -1.88035  0.130
H 2.64078 -3.25587 -2.35775  0.128
H 2.84043 -1.88765 -3.46579  0.118
H 3.56543 1.00419 -2.99233  0.092
H 5.84429 1.13205 -0.96001  0.115
H 6.23604 3.10921 0.24947  0.114
H 5.55176 5.33130 1.05443  0.105
H 3.43161 6.32743 0.27733  0.104
H 2.00171 5.08956 -1.30532  0.105
H 2.68009 2.87716 -2.11328  0.107
H 5.41244 -1.80446 -0.30417  0.115
H 4.30439 -3.19352 -0.28194  0.129
H 3.45772 -1.51860 1.32624  0.125
H 3.53744 -0.24685 0.09166  0.110
H 0.15349 -0.89707 0.64639  0.134
H -1.28534 0.85790 0.93056  0.111
H -3.54955 1.72332 1.07565  0.105
H -6.71831 -1.20815 -0.16274  0.118
H -7.73051 0.19701 0.20969  0.129
H -8.42035 -1.68053 1.67199  0.126
H -6.74421 -1.83848 2.27731  0.123
H -7.02421 1.35466 3.89417  0.125
H -5.89316 0.00086 3.59330  0.131
H -5.26795 1.92377 2.17878  0.109
H -6.90688 1.99136 1.49368  0.129
H -5.07173 -2.25312 0.55726  0.100
H -2.80753 -3.08802 0.37383  0.101

Atoms 1-6, force components in eV/Å:
-0.148 -0.268 -0.027
0.405 0.166 0.022
-0.042 -0.029 -0.089
0.036 -0.043 0.198
0.057 -0.083 -0.175
-0.591 0.068 -0.192